Entry 1:
Here is 2 unconnected molecules or ions with the total composition C6H13O2 from the Open Molecules 2025 dataset. Energies are from ωB97M-V/def2-TZVPD.

For the HOMO-LUMO gap, the calculation gives 8.042 eV. Its charge is -1. For the HOMO energy, the calculation gives -4.188 eV.

Atoms and positions in Å:
O (-0.095, 0.407, -2.058)
O (0.395, -1.732, -2.366)
C (1.977, -0.253, -1.528)
C (-1.888, -0.415, 1.967)
C (-1.344, -1.460, 1.010)
C (-1.513, 1.025, 1.365)
C (2.268, 1.211, -1.173)
C (0.650, -0.552, -2.127)
H (2.169, -0.878, -0.567)
H (-2.286, 1.747, 1.498)
H (-1.449, -0.546, 2.980)
H (2.606, 1.725, -2.059)
H (-1.659, -2.463, 1.315)
H (-1.155, 0.909, 0.271)
H (-3.000, -0.273, 2.133)
H (2.956, -0.407, -2.055)
H (2.807, 1.621, -0.243)
H (-1.771, -1.075, 0.004)
H (-0.341, -1.454, 0.844)
H (-0.545, 1.460, 1.897)
H (1.219, 1.403, -1.108)

Atoms 1-2, force components in eV/Å:
-2.77 2.18 -0.73
-0.16 -1.30 -0.93

***

Entry 2:
Here is a gas-phase ion, C8H17N2O (charge +1) from the Open Molecules 2025 dataset. Energies are from ωB97M-V/def2-TZVPD.

For the HOMO-LUMO gap, the calculation gives 11.224 eV. Its charge is +1. Its SMILES is CCC1(CC)[NH+]=C(C)NCO1. For the HOMO energy, the calculation gives -13.998 eV.

Atoms and positions in Å:
O (0.794, 1.260, -0.195)
N (-1.225, 1.421, -1.360)
N (-0.852, -0.537, -0.504)
C (0.099, 2.115, -1.233)
C (0.139, -1.023, 2.711)
C (3.038, -0.446, -0.206)
C (1.552, -0.951, -0.292)
C (-3.099, -0.165, -1.575)
C (-1.680, 0.201, -1.134)
C (0.251, 0.135, 1.689)
C (0.487, -0.118, 0.168)
H (3.140, 0.050, 0.720)
H (1.082, 0.747, 2.131)
H (1.037, -1.539, 2.952)
H (-0.053, 3.131, -0.782)
H (-3.754, -0.404, -0.746)
H (1.514, -1.793, 0.324)
H (-0.047, -0.579, 3.589)
H (-3.694, 0.525, -2.257)
H (-0.657, -1.886, 2.585)
H (-3.109, -1.173, -1.994)
H (0.654, 2.191, -2.089)
H (-1.260, -1.314, 0.001)
H (3.748, -1.309, 0.029)
H (-0.756, 0.705, 1.657)
H (3.343, 0.121, -1.043)
H (1.212, -1.358, -1.252)
H (-1.906, 1.991, -1.895)

Atoms 1-2, force components in eV/Å:
-0.43 1.96 -1.87
-1.66 3.27 -2.98

***

Entry 3:
Here is a molecular structure, C21H22GaN3O8 from the Open Molecules 2025 dataset. Energies are from ωB97M-V/def2-TZVPD.

For the HOMO-LUMO gap (alpha / beta), the calculation gives 3.894 / 4.026 eV. Its charge is -2. For the HOMO energy (alpha / beta), the calculation gives -0.147 / -0.148 eV.

Atoms and positions in Å:
Ga (0.530, -0.689, 0.468)
O (2.125, 1.328, 7.342)
O (-1.692, 3.263, 2.325)
O (1.090, 3.235, 6.999)
O (0.168, 4.052, 1.437)
O (2.112, -1.148, 1.490)
O (0.359, 1.011, 1.287)
O (0.798, -0.525, -1.332)
O (2.763, -1.646, 3.544)
N (2.129, -0.894, 2.802)
N (1.518, 2.128, 6.601)
N (-0.456, 3.342, 2.235)
C (1.522, 0.302, 3.310)
C (-0.811, 2.390, -1.129)
C (-0.821, 2.110, -2.524)
C (1.622, -0.831, -3.532)
C (0.741, 1.224, 2.523)
C (-2.089, 1.538, -2.846)
C (0.623, -3.121, -3.788)
C (1.971, -0.924, -2.027)
C (-2.185, -1.143, 0.762)
C (-2.290, -1.792, -0.485)
C (0.487, -1.658, -3.911)
C (-1.033, -1.675, 1.455)
C (1.282, 1.785, 5.214)
C (-0.688, -1.102, -4.582)
C (1.737, 0.571, 4.672)
C (-2.059, 1.972, -0.582)
C (0.340, 2.431, 3.116)
C (-0.440, -2.690, 0.554)
C (0.593, 2.727, 4.439)
C (-2.841, 1.423, -1.638)
C (-1.257, -2.748, -0.616)
H (-0.017, 2.887, -0.588)
H (2.285, -0.133, 5.297)
H (-2.883, -0.420, 1.184)
H (0.275, 3.672, 4.870)
H (2.819, -0.259, -1.758)
H (2.260, -1.967, -1.778)
H (-2.360, 2.069, 0.452)
H (-1.562, -1.750, -4.409)
H (-3.838, 0.989, -1.548)
H (-0.874, -1.635, 2.536)
H (-1.146, -3.464, -1.429)
H (1.078, -3.604, -4.678)
H (1.251, -3.396, -2.929)
H (0.283, -3.447, 0.875)
H (-0.012, 2.311, -3.222)
H (-2.447, 1.259, -3.842)
H (-0.599, -1.015, -5.687)
H (-0.937, -0.100, -4.208)
H (-0.362, -3.596, -3.664)
H (-3.093, -1.632, -1.210)
H (2.520, -1.233, -4.018)
H (1.510, 0.219, -3.831)

Atoms 1-2, force components in eV/Å:
0.17 0.45 -0.92
-0.87 1.11 -1.11

***

Entry 4:
Here is a molecular structure, C6H14BeN2O4SSe from the Open Molecules 2025 dataset. Energies are from ωB97M-V/def2-TZVPD.

For the HOMO-LUMO gap, the calculation gives 8.954 eV. Its charge is 0. For the HOMO energy, the calculation gives -9.087 eV.

Atoms and positions in Å:
Se (-1.557, 1.489, -2.455)
S (1.307, 0.032, -1.312)
O (-0.322, 0.568, -2.932)
O (-1.924, 2.632, -3.449)
O (-2.780, 0.581, -2.004)
O (-0.984, 2.163, -0.946)
N (-1.178, -0.473, 0.122)
N (0.471, 1.235, 1.304)
C (2.259, -0.165, 0.287)
C (-0.986, -1.496, -0.908)
C (1.919, 0.998, 1.204)
C (-0.260, 0.346, 2.217)
C (-0.755, -0.889, 1.457)
C (0.471, -1.587, -1.341)
Be (-0.295, 1.034, -0.338)
H (-1.564, -1.377, 2.009)
H (0.052, -1.614, 1.344)
H (1.065, -2.267, -0.731)
H (2.347, 0.833, 2.201)
H (0.354, 2.186, 1.639)
H (-2.169, -0.229, 0.089)
H (0.516, -1.920, -2.374)
H (-1.343, -2.473, -0.555)
H (2.355, 1.904, 0.779)
H (3.320, -0.140, 0.053)
H (0.366, 0.049, 3.067)
H (-1.588, -1.189, -1.766)
H (2.030, -1.122, 0.749)
H (-1.127, 0.891, 2.592)

Atoms 1-2, force components in eV/Å:
-0.05 0.54 0.45
0.81 -0.16 1.00

***

Entry 5:
Here is a gas-phase ion, C4H13N2O (charge +1) from the Open Molecules 2025 dataset. Energies are from ωB97M-V/def2-TZVPD.

For the HOMO-LUMO gap, the calculation gives 10.263 eV. Its charge is +1. Its SMILES is CNC[C@@H]([NH3+])CO. For the HOMO energy, the calculation gives -13.493 eV.

Atoms and positions in Å:
O (-1.563, 0.642, -2.263)
N (-0.476, -1.218, -0.813)
N (0.860, -0.663, 1.185)
C (0.851, 0.556, 0.408)
C (0.157, -0.527, 2.527)
C (-0.676, 1.313, -1.361)
C (0.283, 0.098, -0.981)
H (-1.231, 0.637, -3.131)
H (1.756, -0.905, 1.436)
H (0.536, -1.410, 3.094)
H (-1.200, -1.279, -1.663)
H (0.191, 1.515, 0.685)
H (0.375, 0.536, 2.834)
H (-1.317, 1.513, -0.562)
H (-0.795, -0.642, 2.270)
H (1.135, 0.063, -1.765)
H (0.039, 2.060, -1.671)
H (1.900, 0.994, 0.284)
H (-1.009, -1.276, 0.167)
H (0.185, -2.007, -0.679)

Atoms 1-2, force components in eV/Å:
-1.11 1.19 0.57
-2.10 0.29 0.11

***

Entry 6:
Here is a single C5H7NO molecule from the Open Molecules 2025 dataset. Energies are from ωB97M-V/def2-TZVPD.

For the HOMO-LUMO gap, the calculation gives 11.980 eV. Its charge is 0. Its SMILES is CC[C@@]1(C#N)CO1. For the HOMO energy, the calculation gives -11.147 eV.

Atoms and positions in Å:
O (1.823, -1.021, -0.277)
N (0.417, 1.452, -2.300)
C (1.907, 0.064, 0.629)
C (0.599, 0.747, -1.401)
C (0.726, -0.126, -0.231)
C (-0.592, -0.708, 0.259)
C (-1.793, 0.220, 0.079)
H (1.833, -0.199, 1.684)
H (-0.756, -1.635, -0.303)
H (-0.472, -0.990, 1.311)
H (-1.976, 0.427, -0.981)
H (2.646, 0.824, 0.378)
H (-2.691, -0.251, 0.488)
H (-1.652, 1.180, 0.586)

Atoms 1-2, force components in eV/Å:
0.07 -0.15 -0.10
0.25 -0.68 0.83

***

Entry 7:
Here is a molecular structure, C31H51BN4O3PSY from the Open Molecules 2025 dataset. Energies are from ωB97M-V/def2-TZVPD.

For the HOMO-LUMO gap, the calculation gives 6.814 eV. Its charge is +2. For the HOMO energy, the calculation gives -12.664 eV.

Atoms and positions in Å:
Y (0.148, 0.037, 1.014)
S (0.998, 1.069, 3.364)
P (-3.243, 0.011, 1.732)
O (3.136, 0.651, 0.470)
O (3.342, -1.497, -0.284)
O (-1.974, -0.021, 0.816)
N (1.318, 3.772, 3.600)
N (0.940, 2.338, 0.482)
N (1.404, 4.920, 2.868)
N (1.069, 3.174, 1.601)
C (1.302, 5.418, 0.440)
C (-4.464, 4.210, 3.081)
C (7.806, 2.958, 0.709)
C (-5.270, 1.957, 2.255)
C (6.823, 0.717, 0.041)
C (5.819, -1.439, -0.572)
C (1.265, 4.549, 1.637)
C (8.750, 1.696, -1.212)
C (-4.589, -1.112, -0.391)
C (-1.636, -1.405, 3.539)
C (1.119, 2.688, 2.863)
C (-3.105, 3.493, 3.058)
C (4.594, -0.905, -0.239)
C (-5.583, -1.627, 1.923)
C (-3.957, 1.660, 1.494)
C (-2.893, 2.769, 1.733)
C (9.068, 0.861, 1.131)
C (4.485, 0.386, 0.215)
C (-2.394, -2.652, 3.999)
C (-5.521, 3.463, 2.254)
C (6.918, -0.604, -0.424)
C (-4.080, -1.215, 5.192)
C (-3.362, 0.035, 4.697)
C (-3.118, -2.392, 5.316)
C (-6.577, -2.363, 1.026)
C (8.095, 1.557, 0.170)
C (-7.084, -1.458, -0.101)
C (-4.298, -1.325, 1.124)
C (5.567, 1.225, 0.371)
C (-2.530, -0.152, 3.411)
C (-5.978, -0.533, -0.641)
B (2.442, -0.560, 0.157)
H (2.153, 5.170, -0.196)
H (-4.799, 4.311, 4.114)
H (-0.849, -1.179, 4.265)
H (8.617, 0.727, 2.116)
H (-6.518, 3.673, 2.641)
H (-3.119, -2.949, 3.233)
H (-4.900, -1.472, 4.520)
H (-7.917, -0.853, 0.263)
H (7.358, 2.924, 1.705)
H (-2.963, 3.490, 0.915)
H (-4.056, 0.868, 4.599)
H (-1.877, 2.355, 1.682)
H (7.149, 3.521, 0.043)
H (-4.187, 1.643, 0.422)
H (-6.087, -3.249, 0.614)
H (-5.338, -2.241, 2.787)
H (-4.519, -2.087, -0.877)
H (0.479, 2.864, -0.259)
H (-5.231, 1.598, 3.286)
H (7.891, -0.997, -0.681)
H (8.741, 3.512, 0.790)
H (9.372, -0.119, 0.762)
H (-2.300, 4.212, 3.223)
H (9.970, 1.464, 1.248)
H (-4.535, -0.995, 6.158)
H (8.073, 2.180, -1.919)
H (-3.628, -2.189, 1.209)
H (-7.412, -2.728, 1.624)
H (-4.353, 5.223, 2.694)
H (1.430, 3.805, 4.603)
H (1.892, 2.066, 0.176)
H (-3.041, 2.774, 3.878)
H (-1.146, -1.662, 2.583)
H (-2.640, 0.337, 5.464)
H (-1.865, 0.724, 3.365)
H (-6.110, -0.368, -1.710)
H (-6.097, 1.437, 1.778)
H (-3.818, -0.497, -0.858)
H (-3.651, -3.290, 5.628)
H (-5.516, 3.816, 1.219)
H (9.032, 0.727, -1.625)
H (-2.381, -2.179, 6.097)
H (-6.054, 0.453, -0.180)
H (1.403, 6.450, 0.767)
H (5.438, 2.234, 0.737)
H (-1.692, -3.480, 4.102)
H (0.385, 5.331, -0.147)
H (-6.047, -0.713, 2.302)
H (9.654, 2.301, -1.136)
H (5.917, -2.453, -0.932)
H (-7.483, -2.074, -0.907)

Atoms 1-2, force components in eV/Å:
-0.06 0.09 0.50
-0.13 0.03 0.14

***

Entry 8:
Here is a single C2H2IN molecule from the Open Molecules 2025 dataset. Energies are from ωB97M-V/def2-TZVPD.

For the HOMO-LUMO gap, the calculation gives 8.591 eV. Its charge is 0. Its SMILES is I[C@@H]1C=N1. For the HOMO energy, the calculation gives -8.174 eV.

Atoms and positions in Å:
I (-1.795, 1.187, -0.979)
N (0.476, -0.965, -0.543)
C (-0.717, -0.273, 0.069)
C (1.120, -0.058, 0.018)
H (-0.998, -0.448, 1.089)
H (1.913, 0.557, 0.347)

Atoms 1-2, force components in eV/Å:
0.17 -0.41 0.07
0.98 -0.71 -0.66

***

Entry 9:
Here is 2 unconnected molecules or ions with the total composition C2H9N3 from the Open Molecules 2025 dataset. Energies are from ωB97M-V/def2-TZVPD.

For the HOMO-LUMO gap, the calculation gives 9.293 eV. Its charge is 0. Its SMILES is [H]/N=N\[H].CCN. For the HOMO energy, the calculation gives -8.686 eV.

Atoms and positions in Å:
N (1.727, -1.396, -0.270)
N (1.882, -0.824, 0.786)
N (-1.268, -1.031, -0.080)
C (-1.542, 0.392, -0.113)
C (-0.316, 1.302, -0.001)
H (-0.645, -1.287, -0.837)
H (2.500, -1.369, -0.975)
H (2.781, -0.321, 0.959)
H (-0.620, 2.348, 0.029)
H (-2.073, 0.608, -1.046)
H (-0.784, -1.268, 0.781)
H (0.242, 1.071, 0.906)
H (0.342, 1.161, -0.854)
H (-2.225, 0.611, 0.714)

Atoms 1-2, force components in eV/Å:
0.02 -0.77 -1.32
0.16 0.53 1.32

***

Entry 10:
Here is a single C17H16N2O3S molecule from the Open Molecules 2025 dataset. Energies are from ωB97M-V/def2-TZVPD.

For the HOMO-LUMO gap, the calculation gives 9.237 eV. Its charge is 0. Its SMILES is Cc1ccc(Oc2ncccc2C(=O)N[C@@H]2CCSC2=O)cc1. For the HOMO energy, the calculation gives -8.725 eV.

Atoms and positions in Å:
S (0.949, 0.368, 4.335)
O (1.384, -1.145, 0.756)
O (-1.879, -0.874, -1.496)
O (-1.590, -0.209, 4.029)
N (-1.996, -3.092, -1.836)
N (-0.736, -0.416, 1.189)
C (-1.535, 1.452, -1.266)
C (-1.416, -2.107, -1.176)
C (1.843, 0.873, 2.826)
C (-0.637, -4.672, -0.687)
C (0.610, 2.459, -1.720)
C (-1.634, -4.337, -1.588)
C (0.306, 0.076, -1.972)
C (-0.446, -2.334, -0.181)
C (-0.510, 0.717, 2.068)
C (0.807, 1.458, 1.878)
C (0.181, -1.244, 0.629)
C (-1.016, 0.197, -1.566)
C (-0.039, -3.645, 0.027)
C (1.479, 3.678, -1.797)
C (-0.726, 2.568, -1.346)
C (1.106, 1.202, -2.039)
C (-0.593, 0.227, 3.526)
H (-0.344, -5.698, -0.537)
H (-1.707, -0.677, 1.098)
H (2.531, 3.405, -1.808)
H (0.644, 2.511, 2.112)
H (1.293, 4.338, -0.953)
H (-2.571, 1.533, -0.978)
H (-1.135, 3.539, -1.109)
H (2.609, 1.591, 3.108)
H (1.261, 4.234, -2.709)
H (0.708, -0.891, -2.235)
H (2.136, 1.096, -2.347)
H (-1.357, 1.394, 1.908)
H (2.303, -0.019, 2.403)
H (0.729, -3.842, 0.760)
H (-2.165, -5.091, -2.154)
H (1.152, 1.377, 0.848)

Atoms 1-2, force components in eV/Å:
0.37 0.08 0.05
0.29 -0.14 0.07

***

Entry 11:
Here is a single C14H19O4P molecule from the Open Molecules 2025 dataset. Energies are from ωB97M-V/def2-TZVPD.

For the HOMO-LUMO gap, the calculation gives 10.072 eV. Its charge is 0. Its SMILES is CCO[P@@](C)(=O)C1(C(=O)OCc2ccccc2)CC1. For the HOMO energy, the calculation gives -9.243 eV.

Atoms and positions in Å:
P (-1.157, -0.354, 2.050)
O (-1.005, -0.803, 3.439)
O (-0.715, -1.471, 0.975)
O (1.080, 1.969, -0.246)
O (-0.932, 1.034, -0.583)
C (1.307, 0.977, -2.462)
C (1.560, -1.339, -3.976)
C (-2.133, -3.441, 1.109)
C (0.788, 0.921, -3.749)
C (1.251, 1.071, 2.414)
C (0.919, -0.231, -4.504)
C (0.178, 2.073, 2.625)
C (-0.007, 0.989, 1.590)
C (2.075, -1.289, -2.692)
C (1.954, -0.134, -1.940)
C (-0.019, 1.317, 0.151)
C (-2.848, 0.193, 1.614)
C (-0.758, -2.840, 1.347)
C (1.169, 2.236, -1.644)
H (-2.105, -4.513, 1.288)
H (0.277, 1.780, -4.157)
H (-0.486, -2.934, 2.405)
H (1.373, 0.301, 3.163)
H (-2.951, 0.282, 0.539)
H (0.282, 2.793, -1.965)
H (2.158, 1.376, 1.915)
H (-2.447, -3.257, 0.084)
H (1.655, -2.240, -4.563)
H (-3.029, 1.156, 2.086)
H (-3.555, -0.531, 2.013)
H (2.573, -2.151, -2.274)
H (-0.427, 1.988, 3.517)
H (-2.853, -2.987, 1.786)
H (0.329, 3.082, 2.270)
H (-0.004, -3.338, 0.731)
H (2.055, 2.869, -1.749)
H (2.355, -0.099, -0.937)
H (0.512, -0.266, -5.503)

Atoms 1-2, force components in eV/Å:
-0.13 0.27 -1.12
0.00 0.09 0.62

***

Entry 12:
Here is a molecular structure, C5H11N3 from the Open Molecules 2025 dataset. Energies are from ωB97M-V/def2-TZVPD.

For the HOMO-LUMO gap (alpha / beta), the calculation gives 7.929 / 7.593 eV. Its charge is +2. Its spin multiplicity is 3. For the HOMO energy (alpha / beta), the calculation gives -15.047 / -19.673 eV.

Atoms and positions in Å:
N (1.507, -2.157, -0.636)
N (-0.133, -1.808, -1.813)
N (-0.443, 2.383, 0.831)
C (0.776, -2.745, -1.719)
C (0.318, -1.150, -0.531)
C (-0.582, 0.947, 0.632)
C (0.335, 0.324, -0.467)
C (0.711, -2.105, 0.567)
H (-1.763, 0.722, 0.492)
H (1.368, 0.623, -0.476)
H (-0.907, -1.694, -2.452)
H (1.306, -1.655, 1.288)
H (-0.374, 0.524, 1.560)
H (0.050, -2.774, 0.955)
H (-1.146, 2.754, 1.549)
H (0.549, 2.633, 1.110)
H (0.036, 0.682, -1.499)
H (0.976, -3.595, -2.291)
H (-0.533, 2.946, -0.038)

Atoms 1-2, force components in eV/Å:
0.61 -2.15 0.12
-1.53 3.44 3.47